Record 1
{"formula": "C64H170N14O18", "method": "ωB97M-V/def2-TZVPD", "species": ["C", "O", "C", "C", "N", "C", "C", "O", "C", "H", "H", "H", "H", "H", "H", "H", "H", "H", "H", "H", "H", "H", "H", "H", "C", "O", "C", "C", "N", "C", "C", "O", "C", "H", "H", "H", "H", "H", "H", "H", "H", "H", "H", "H", "H", "H", "H", "H", "C", "O", "C", "C", "N", "C", "C", "O", "C", "H", "H", "H", "H", "H", "H", "H", "H", "H", "H", "H", "H", "H", "H", "H", "C", "O", "C", "C", "N", "C", "C", "O", "C", "H", "H", "H", "H", "H", "H", "H", "H", "H", "H", "H", "H", "H", "H", "H", "C", "C", "C", "O", "C", "N", "H", "H", "H", "H", "H", "H", "H", "H", "H", "H", "H", "C", "C", "C", "O", "C", "N", "H", "H", "H", "H", "H", "H", "H", "H", "H", "H", "H", "C", "C", "C", "O", "C", "N", "H", "H", "H", "H", "H", "H", "H", "H", "H", "H", "H", "C", "C", "C", "O", "C", "N", "H", "H", "H", "H", "H", "H", "H", "H", "H", "H", "H", "C", "C", "C", "O", "C", "N", "H", "H", "H", "H", "H", "H", "H", "H", "H", "H", "H", "C", "C", "C", "O", "C", "N", "H", "H", "H", "H", "H", "H", "H", "H", "H", "H", "H", "C", "C", "C", "O", "C", "N", "H", "H", "H", "H", "H", "H", "H", "H", "H", "H", "H", "C", "C", "C", "O", "C", "N", "H", "H", "H", "H", "H", "H", "H", "H", "H", "H", "H", "C", "C", "C", "O", "C", "N", "H", "H", "H", "H", "H", "H", "H", "H", "H", "H", "H", "C", "C", "C", "O", "C", "N", "H", "H", "H", "H", "H", "H", "H", "H", "H", "H", "H"], "xyz": [[25.400, 19.450, 8.792], [24.302, 20.109, 9.452], [23.951, 19.500, 10.696], [22.920, 20.291, 11.455], [21.717, 20.404, 10.636], [20.586, 20.869, 11.442], [19.313, 20.284, 10.890], [19.093, 20.867, 9.618], [18.007, 20.213, 8.962], [26.407, 19.637, 9.183], [25.574, 19.910, 7.834], [25.214, 18.407, 8.572], [24.863, 19.396, 11.350], [23.603, 18.477, 10.414], [23.434, 21.265, 11.842], [22.637, 19.810, 12.382], [21.817, 20.751, 9.713], [20.559, 21.941, 11.686], [20.689, 20.447, 12.397], [18.452, 20.557, 11.578], [19.286, 19.191, 10.818], [17.101, 20.519, 9.502], [18.090, 19.115, 8.998], [17.972, 20.555, 7.935], [17.706, 23.399, 16.366], [18.407, 23.059, 17.542], [19.416, 24.006, 17.881], [20.639, 23.136, 18.312], [21.585, 23.733, 19.289], [22.301, 24.900, 18.856], [23.664, 24.553, 18.222], [23.478, 23.850, 17.041], [24.629, 23.097, 16.627], [16.762, 22.893, 16.477], [18.045, 22.919, 15.441], [17.496, 24.438, 16.229], [19.125, 24.751, 18.615], [19.746, 24.573, 17.006], [21.187, 22.737, 17.505], [20.152, 22.278, 18.824], [21.126, 23.926, 20.107], [22.581, 25.579, 19.687], [21.864, 25.459, 18.033], [24.278, 23.961, 18.918], [24.320, 25.430, 17.980], [25.391, 23.759, 16.197], [24.366, 22.294, 15.895], [25.002, 22.597, 17.529], [23.666, 21.387, 20.427], [24.123, 20.106, 19.988], [23.027, 19.224, 19.814], [23.390, 18.041, 18.992], [24.274, 17.110, 19.639], [24.481, 15.982, 18.772], [25.714, 15.229, 19.182], [26.785, 16.101, 18.903], [28.046, 15.739, 19.358], [22.816, 21.191, 21.116], [23.258, 22.017, 19.657], [24.485, 21.969, 20.914], [22.212, 19.653, 19.150], [22.609, 18.976, 20.750], [23.782, 18.351, 18.015], [22.471, 17.485, 18.793], [25.203, 17.541, 19.761], [24.695, 16.265, 17.762], [23.604, 15.366, 18.852], [25.808, 14.249, 18.650], [25.649, 15.152, 20.304], [28.702, 16.313, 18.733], [28.330, 14.710, 19.196], [28.144, 16.060, 20.367], [24.089, 17.097, 13.518], [22.963, 17.822, 14.016], [23.260, 18.746, 15.094], [22.043, 19.201, 15.814], [20.963, 19.525, 14.914], [19.837, 20.146, 15.649], [18.577, 20.312, 14.768], [18.035, 18.984, 14.505], [17.029, 18.668, 15.444], [24.774, 16.817, 14.303], [24.687, 17.698, 12.826], [23.753, 16.222, 12.938], [23.688, 19.672, 14.635], [23.992, 18.306, 15.781], [22.395, 20.159, 16.241], [21.852, 18.519, 16.611], [20.606, 18.682, 14.467], [20.181, 21.109, 15.968], [19.641, 19.493, 16.525], [18.812, 20.739, 13.802], [17.815, 20.897, 15.314], [17.302, 19.062, 16.424], [16.967, 17.577, 15.513], [16.133, 19.103, 15.099], [19.570, 24.981, 13.677], [20.701, 25.849, 13.084], [21.993, 25.296, 13.620], [23.115, 25.958, 13.076], [24.289, 25.968, 13.894], [20.604, 26.093, 11.674], [18.529, 25.244, 13.256], [19.706, 25.013, 14.751], [19.675, 23.912, 13.415], [20.559, 26.814, 13.640], [22.204, 24.178, 13.345], [22.028, 25.337, 14.652], [24.951, 26.772, 13.551], [24.705, 24.978, 13.976], [23.911, 26.294, 14.851], [21.416, 26.589, 11.352], [20.503, 25.222, 11.126], [19.856, 15.908, 16.037], [20.349, 15.455, 17.345], [19.584, 16.196, 18.485], [19.594, 17.556, 18.257], [19.009, 18.384, 19.262], [19.949, 14.077, 17.617], [20.214, 15.261, 15.255], [20.130, 16.943, 15.772], [18.767, 15.861, 16.036], [21.430, 15.660, 17.391], [20.006, 16.018, 19.470], [18.548, 15.741, 18.429], [18.040, 17.884, 19.516], [18.761, 19.397, 18.776], [19.754, 18.543, 20.107], [20.168, 13.795, 18.583], [20.541, 13.439, 17.052], [16.966, 23.994, 10.813], [15.738, 23.441, 11.508], [14.516, 23.413, 10.581], [13.365, 22.834, 11.286], [12.190, 22.801, 10.443], [16.057, 22.082, 11.949], [16.766, 24.788, 10.171], [17.330, 23.188, 10.171], [17.745, 24.230, 11.551], [15.454, 24.231, 12.258], [14.615, 22.769, 9.652], [14.208, 24.403, 10.247], [12.175, 23.694, 9.823], [11.315, 22.769, 11.036], [12.260, 21.866, 9.859], [15.263, 21.686, 12.465], [16.897, 22.158, 12.447], [28.192, 18.219, 11.866], [27.832, 16.745, 11.704], [28.395, 16.222, 10.361], [27.746, 16.755, 9.264], [28.315, 16.268, 8.006], [28.391, 15.917, 12.770], [27.784, 18.648, 12.819], [27.817, 18.773, 11.041], [29.285, 18.290, 11.851], [26.740, 16.687, 11.790], [28.446, 15.161, 10.432], [29.409, 16.569, 10.300], [28.203, 15.186, 7.947], [29.340, 16.581, 7.906], [27.720, 16.642, 7.210], [29.314, 16.049, 12.944], [28.001, 16.072, 13.677], [20.292, 12.621, 11.573], [20.556, 12.522, 13.085], [21.563, 13.573, 13.510], [21.978, 13.259, 14.829], [23.098, 13.950, 15.242], [19.250, 12.769, 13.812], [19.753, 11.781, 11.100], [21.151, 12.790, 10.956], [19.639, 13.475, 11.334], [20.972, 11.593, 13.419], [21.367, 14.605, 13.456], [22.443, 13.319, 12.832], [23.423, 13.337, 16.137], [22.817, 15.042, 15.416], [23.833, 14.038, 14.483], [18.856, 11.889, 14.101], [19.409, 13.322, 14.649], [29.500, 22.109, 13.953], [28.893, 23.459, 14.191], [27.340, 23.376, 14.119], [26.990, 22.954, 12.889], [25.718, 22.348, 12.688], [29.142, 23.914, 15.593], [28.869, 21.323, 14.359], [30.521, 22.075, 14.328], [29.413, 21.832, 12.888], [29.215, 24.253, 13.457], [26.837, 24.343, 14.393], [27.029, 22.656, 14.951], [25.722, 21.870, 11.717], [24.892, 23.078, 12.714], [25.482, 21.559, 13.509], [30.110, 24.176, 15.606], [28.985, 23.148, 16.210], [16.559, 17.129, 11.197], [17.202, 15.804, 11.587], [18.558, 16.006, 12.135], [19.380, 16.536, 11.132], [20.691, 16.984, 11.541], [16.439, 15.119, 12.680], [16.481, 17.717, 12.102], [15.596, 16.884, 10.748], [17.158, 17.603, 10.426], [17.199, 15.193, 10.698], [18.930, 15.059, 12.531], [18.404, 16.776, 12.914], [21.010, 17.536, 10.664], [21.353, 16.126, 11.808], [20.566, 17.540, 12.468], [15.501, 14.837, 12.326], [16.930, 14.233, 12.898], [27.992, 18.396, 16.357], [27.689, 19.246, 17.579], [27.987, 20.749, 17.444], [29.306, 21.192, 17.528], [29.805, 21.062, 18.877], [26.152, 19.213, 17.689], [29.052, 18.495, 16.214], [27.280, 18.563, 15.571], [27.805, 17.338, 16.628], [28.192, 18.715, 18.429], [27.305, 21.296, 18.133], [27.590, 20.993, 16.471], [28.962, 21.169, 19.579], [30.605, 21.731, 19.053], [30.125, 20.061, 19.014], [25.908, 18.262, 17.849], [25.785, 19.653, 18.517], [28.821, 13.767, 16.275], [27.539, 13.605, 15.520], [26.756, 12.332, 15.908], [26.297, 12.514, 17.254], [25.734, 11.204, 17.678], [26.716, 14.804, 15.535], [28.684, 13.652, 17.354], [29.352, 14.727, 16.088], [29.564, 12.981, 16.015], [27.904, 13.550, 14.481], [27.416, 11.508, 15.911], [25.915, 12.133, 15.304], [25.321, 11.426, 18.632], [26.564, 10.517, 17.743], [25.013, 10.803, 16.961], [26.164, 14.695, 16.373], [26.078, 14.800, 14.750], [25.262, 14.803, 10.399], [25.399, 13.499, 11.185], [26.185, 12.467, 10.461], [26.272, 11.280, 11.249], [26.906, 10.148, 10.621], [25.917, 13.820, 12.513], [24.663, 14.747, 9.509], [26.195, 15.232, 9.985], [24.713, 15.540, 11.010], [24.354, 13.122, 11.289], [27.234, 12.840, 10.262], [25.710, 12.179, 9.534], [26.204, 9.584, 10.008], [27.300, 9.523, 11.401], [27.627, 10.546, 9.953], [25.948, 13.026, 13.074], [26.904, 14.180, 12.393]], "gap_ev": 8.562, "molar_mass_g_mol": 1424.144, "charge": 0}

Record 2
{"formula": "C24H44Cl3CuN2O4Si", "method": "ωB97M-V/def2-TZVPD", "species": ["C", "C", "H", "H", "H", "C", "C", "H", "H", "H", "H", "Cu", "Cl", "Cl", "C", "O", "N", "C", "C", "H", "H", "H", "H", "H", "H", "H", "H", "H", "C", "C", "N", "H", "C", "O", "H", "H", "H", "H", "O", "C", "C", "C", "H", "C", "H", "C", "H", "C", "C", "H", "H", "H", "Si", "Cl", "C", "C", "C", "H", "H", "H", "H", "H", "H", "H", "H", "H", "C", "C", "C", "O", "C", "H", "H", "H", "H", "H", "H", "H", "H"], "xyz": [[2.624, -2.597, -1.661], [2.663, -1.776, -2.917], [1.805, -3.334, -1.698], [2.499, -1.986, -0.767], [3.543, -3.190, -1.590], [2.597, -2.392, -4.110], [2.508, -3.873, -4.272], [2.728, -1.825, -5.034], [1.709, -4.317, -3.656], [3.444, -4.390, -4.015], [2.305, -4.114, -5.318], [1.771, 0.873, -0.008], [1.298, -0.834, 1.350], [3.229, 2.337, -0.869], [1.001, 3.202, 1.249], [0.966, 1.943, 1.387], [-0.057, 3.963, 1.473], [-1.391, 3.365, 1.512], [0.162, 5.397, 1.553], [1.929, 3.706, 0.933], [-1.397, 2.518, 2.210], [-1.693, 2.986, 0.522], [-2.093, 4.129, 1.842], [1.157, 5.522, 2.002], [-0.595, 5.879, 2.177], [0.194, 5.858, 0.554], [0.235, -2.814, 3.331], [-0.975, -2.898, 0.887], [-0.657, -3.383, 3.650], [-1.689, -3.505, 1.451], [-1.789, -3.026, 2.806], [-0.894, -3.159, 4.696], [-2.839, -2.246, 3.189], [-3.690, -1.786, 2.420], [-2.669, -3.475, 0.970], [-2.868, -2.063, 4.286], [-0.463, -4.459, 3.534], [-1.283, -4.521, 1.462], [2.249, -0.065, -1.446], [2.656, -0.219, -2.759], [0.862, 0.043, -4.591], [1.882, 0.590, -3.822], [0.586, -0.999, -4.428], [0.190, 0.768, -5.579], [3.718, 0.080, -2.717], [2.215, 1.923, -4.059], [-0.571, 0.268, -6.172], [0.596, 2.080, -5.848], [1.559, 2.678, -5.038], [3.011, 2.366, -3.472], [0.133, 2.622, -6.666], [1.856, 3.714, -5.229], [-2.040, -0.130, -2.015], [-1.345, -1.816, -2.967], [-3.468, 0.149, -3.141], [-0.891, 1.431, -2.062], [-1.810, -0.766, -0.231], [-3.711, 1.224, -3.173], [-4.324, -0.454, -2.827], [-3.183, -0.138, -4.172], [-2.710, -1.281, 0.161], [-1.516, 0.049, 0.451], [-0.947, -1.470, -0.199], [-0.220, 1.482, -2.935], [-0.250, 1.544, -1.167], [-1.614, 2.266, -2.104], [-0.595, 1.281, 5.548], [-0.172, 0.282, 6.652], [-0.240, -1.098, 5.982], [-0.687, -0.951, 4.621], [-0.881, 0.422, 4.306], [-1.503, 1.816, 5.838], [0.198, 1.995, 5.318], [-0.854, 0.303, 7.507], [0.843, 0.480, 7.005], [0.745, -1.595, 5.973], [-0.950, -1.772, 6.495], [-1.921, 0.523, 3.975], [-0.224, 0.664, 3.458]], "multiplicity": 2, "gap_ev": [6.885, 6.773], "molar_mass_g_mol": 622.617, "charge": -1}

Record 3
{"formula": "C5H11NO", "method": "ωB97M-V/def2-TZVPD", "species": ["C", "C", "C", "N", "C", "C", "O", "H", "H", "H", "H", "H", "H", "H", "H", "H", "H", "H"], "xyz": [[-1.214, -0.957, -1.399], [-0.552, 0.072, -0.439], [-1.125, -0.150, 0.917], [0.861, -0.141, -0.342], [1.060, 0.740, 1.967], [1.571, 0.329, -1.391], [1.119, 0.751, -2.458], [-0.957, -1.980, -1.103], [-2.304, -0.854, -1.438], [-0.797, -0.751, -2.387], [-0.794, 1.083, -0.802], [-0.218, 0.424, 1.546], [-2.068, 0.334, 1.180], [-1.034, -1.171, 1.295], [0.628, 0.980, 2.943], [1.703, -0.129, 1.958], [1.425, 1.603, 1.422], [2.667, 0.281, -1.230]], "gap_ev": [6.250, 7.525], "molar_mass_g_mol": 101.149, "charge": 0}

Quick rundown of E, same order as above: -126827.5120, -126859.8473, -8896.3459 eV
Quick rundown of largest force on an atom, same order as above: 0.0818, 0.0570, 0.0080 Eh/bohr
Quick rundown of ΔE to the lowest compared entry with this formula, charge and spin, same order as above: 186.53, 1.22, 516.33 kJ/mol